8 unconnected molecules or ions with the total composition C47H38BrNO15P at a distorted geometry. Source: OMol25; level of theory: the ωB97M-V functional and the def2-TZVPD basis.

Each line ends with the Mulliken charge.
Positions of all 103 atoms, in Å:
C  2.6327  -2.0429  0.3453  -0.47
C  2.6126  -3.5094  0.6036  -0.36
P  1.5258  -4.7954  -0.3370  0.44
Br  3.4379  -5.8896  -1.0511  -0.49
C  -0.0418  -3.8172  0.1629  -0.02
C  -1.4430  -4.6642  0.0732  -0.59
N  1.5356  -5.7798  1.1566  -0.45
C  1.0768  -7.0760  0.8891  0.55
O  0.2215  -8.1355  0.9368  -0.55
H  2.5181  -1.2443  1.2238  0.10
H  2.8283  -1.6135  -0.7264  0.14
H  3.2926  -3.9284  1.4589  0.25
H  0.7148  -5.7679  -1.0687  0.20
H  1.5459  -4.0039  -1.5671  -0.08
H  -0.1618  -2.8927  -0.5827  -0.18
H  0.1277  -3.3144  1.2320  0.31
H  -1.3601  -5.7803  0.4783  0.18
H  -1.8876  -4.7591  -1.0201  0.14
H  -2.2692  -4.1547  0.7669  0.16
C  6.2286  -4.7979  -3.5948  -0.23
C  7.3698  -5.1774  -4.1779  -0.37
C  8.6563  -4.5430  -3.8289  0.39
O  9.7010  -4.8884  -4.3635  -0.61
C  8.6330  -3.4747  -2.8101  -0.40
C  7.4918  -3.0952  -2.2270  -0.24
C  6.2054  -3.7296  -2.5760  0.14
O  5.1607  -3.3843  -2.0414  -0.32
H  5.2764  -5.2523  -3.8397  0.43
H  7.4036  -5.9600  -4.9264  0.39
H  9.5853  -3.0203  -2.5651  0.42
H  7.4581  -2.3127  -1.4785  0.40
C  -1.1488  0.1934  -2.0198  -0.20
C  -1.4977  1.3342  -2.6225  -0.53
C  -0.7431  1.8503  -3.7815  0.34
O  -1.0606  2.8953  -4.3325  -0.61
C  0.4104  1.0565  -4.2496  -0.47
C  0.7594  -0.0843  -3.6469  -0.43
C  0.0048  -0.6003  -2.4879  0.01
O  0.3223  -1.6454  -1.9369  -0.36
H  -1.6910  -0.1987  -1.1681  0.54
H  -2.3417  1.9275  -2.2916  0.49
H  0.9527  1.4487  -5.1013  0.42
H  1.6034  -0.6776  -3.9778  0.54
C  -6.7269  -1.4080  -2.0247  -0.19
C  -5.6511  -1.6976  -1.2864  -0.32
C  -4.3866  -2.1315  -1.9125  0.37
O  -3.4020  -2.3987  -1.2374  -0.45
C  -4.3565  -2.2314  -3.3852  -0.32
C  -5.4323  -1.9418  -4.1235  -0.46
C  -6.6969  -1.5079  -3.4975  0.19
O  -7.6814  -1.2407  -4.1726  -0.60
H  -7.6624  -1.0890  -1.5814  0.49
H  -5.6570  -1.6285  -0.2052  0.37
H  -3.4211  -2.5504  -3.8285  0.51
H  -5.4265  -2.0109  -5.2047  0.42
C  4.3622  2.4075  -0.4315  -0.44
C  5.0933  1.4610  -1.0281  -0.33
C  6.1044  0.6884  -0.2797  0.36
O  6.7754  -0.1767  -0.8254  -0.54
C  6.2749  1.0010  1.1531  -0.33
C  5.5438  1.9475  1.7498  -0.41
C  4.5328  2.7201  1.0013  0.36
O  3.8617  3.5852  1.5470  -0.60
H  3.6170  2.9838  -0.9661  0.43
H  4.9796  1.2194  -2.0782  0.45
H  7.0201  0.4247  1.6877  0.46
H  5.6576  2.1891  2.7998  0.57
C  -7.6378  3.2537  0.0386  -0.53
C  -6.9067  2.3073  -0.5580  -0.26
C  -5.8956  1.5347  0.1905  0.21
O  -5.2246  0.6696  -0.3553  -0.44
C  -5.7251  1.8473  1.6233  -0.21
C  -6.4562  2.7938  2.2199  -0.36
C  -7.4672  3.5663  1.4715  0.42
O  -8.1383  4.4314  2.0172  -0.61
H  -8.3830  3.8301  -0.4959  0.43
H  -7.0204  2.0657  -1.6080  0.48
H  -4.9799  1.2710  2.1578  0.48
H  -6.3424  3.0354  3.2699  0.39
C  2.2207  1.6020  6.6519  -0.36
C  3.2826  2.1731  6.0754  -0.38
C  4.2579  1.3757  5.3058  0.49
O  5.2312  1.8973  4.7795  -0.61
C  4.0133  -0.0763  5.1967  -0.26
C  2.9514  -0.6474  5.7732  -0.40
C  1.9761  0.1501  6.5428  0.35
O  1.0028  -0.3715  7.0691  -0.56
H  1.4962  2.1723  7.2204  0.40
H  3.4756  3.2369  6.1456  0.42
H  4.7378  -0.6465  4.6282  0.45
H  2.7584  -1.7112  5.7030  0.44
C  -5.4626  6.8126  2.7930  -0.23
C  -5.8116  7.9534  2.1904  -0.35
C  -5.0570  8.4695  1.0313  0.34
O  -5.3745  9.5146  0.4804  -0.56
C  -3.9034  7.6757  0.5633  -0.33
C  -3.5544  6.5349  1.1659  -0.45
C  -4.3090  6.0189  2.3250  0.47
O  -3.9915  4.9738  2.8759  -0.57
H  -6.0049  6.4205  3.6447  0.41
H  -6.6556  8.5467  2.5213  0.41
H  -3.3611  8.0679  -0.2884  0.41
H  -2.7104  5.9417  0.8350  0.45

Its total charge is -1. The largest force on an atom is 10.2 eV/A. The value obtained for the HOMO-LUMO gap is 3.5135 eV. The spin multiplicity is 1. The LUMO energy comes out at -0.8 eV.



A molecular structure, C47H38N9O3P2RuSi at a distorted geometry. Source: OMol25; level of theory: the ωB97M-V functional and the def2-TZVPD basis.

Each line ends with the Mulliken spin population.
Positions of all 101 atoms, in Å:
Ru  -0.3932  1.0201  1.0605  0.91
N  0.0891  -0.9880  3.9346  0.01
C  -1.1433  -1.0924  3.3449  0.00
N  -2.0973  -1.8478  3.8691  0.00
N  -3.1174  -1.7247  2.9986  0.01
N  -2.7923  -0.9472  2.0300  -0.01
N  -1.5182  -0.5107  2.2093  -0.01
C  1.1404  -0.2179  3.5163  0.01
N  2.2162  -0.0695  4.2743  0.00
N  3.0300  0.7082  3.5326  0.01
N  2.4794  1.0015  2.4158  0.00
N  1.2582  0.4036  2.3370  -0.04
H  0.1631  -1.3619  4.8647  0.00
O  -0.1854  2.5421  3.4557  0.06
C  -0.7219  2.5753  2.3666  0.00
C  -1.6302  3.7360  2.0542  0.02
C  -1.5660  4.9116  2.7866  0.00
C  -2.3913  5.9769  2.4577  0.00
C  -3.3000  5.8308  1.4110  0.00
C  -3.3942  4.6400  0.7080  0.00
C  -2.5535  3.5649  1.0220  -0.01
P  -2.6134  1.8596  0.4422  -0.02
C  0.8493  2.4132  0.0772  -0.06
C  0.4207  3.6543  -0.4217  0.01
C  1.2653  4.5509  -1.0688  0.00
C  2.6093  4.2561  -1.2428  0.00
C  3.0773  3.0400  -0.7644  0.00
C  2.2129  2.1484  -0.1412  0.02
C  -3.3540  2.0636  -1.2351  0.00
C  -4.3212  1.1241  -1.6064  0.00
C  -5.0498  1.2636  -2.7776  0.00
C  -4.8861  2.3858  -3.5752  0.00
C  -3.9216  3.3259  -3.2279  0.00
C  -3.0970  3.1079  -2.1331  0.00
H  -0.8420  4.9762  3.5900  0.00
H  -2.3271  6.9131  2.9999  0.00
H  -3.9496  6.6584  1.1437  0.00
H  -4.1290  4.5408  -0.0823  0.00
H  -0.6156  3.9442  -0.3095  0.00
H  0.8624  5.4911  -1.4333  0.00
H  3.2754  4.9567  -1.7353  0.00
H  4.1254  2.7776  -0.8744  0.00
H  2.6356  1.2254  0.2271  0.01
H  -4.5145  0.2920  -0.9388  0.00
H  -5.7787  0.5074  -3.0475  0.00
H  -5.5126  2.5356  -4.4470  0.00
H  -3.7652  4.1967  -3.8552  0.00
H  -2.3480  3.8492  -1.8770  0.00
O  1.0849  -3.3628  -1.2611  0.00
C  1.2548  -2.2990  -0.7228  -0.02
O  1.3922  -2.2000  0.6107  0.02
C  1.2869  -0.9986  -1.4696  0.04
P  -0.2935  -0.0158  -1.2025  -0.02
C  -1.4661  -1.3011  -1.7971  -0.01
C  -2.4179  -1.7901  -0.9147  0.02
C  -3.2764  -2.8155  -1.3013  0.00
C  -3.1888  -3.3540  -2.5724  0.00
C  -2.2351  -2.8697  -3.4637  0.00
C  -1.3785  -1.8557  -3.0769  0.00
C  -0.1753  1.0175  -2.7200  -0.02
C  -1.2733  1.2421  -3.5428  0.00
C  -1.1409  1.9702  -4.7196  0.00
C  0.0689  2.5575  -5.0531  0.00
C  1.1607  2.3709  -4.2197  0.00
C  1.0410  1.6060  -3.0734  0.00
H  1.3904  -1.2434  -2.5257  0.00
H  2.1101  -0.3642  -1.1407  0.01
H  -2.5223  -1.3618  0.0750  0.01
H  -4.0109  -3.1786  -0.5928  0.00
H  -3.8589  -4.1500  -2.8766  0.00
H  -2.1571  -3.2891  -4.4599  0.00
H  -0.6354  -1.4915  -3.7768  0.00
H  -2.1815  0.6665  -3.4165  0.00
H  -2.0105  2.1145  -5.3493  0.00
H  0.1618  3.1401  -5.9621  0.00
H  2.1151  2.8306  -4.4464  0.00
H  1.9077  1.4860  -2.4420  0.00
C  5.7836  -5.0502  -0.7461  0.00
C  6.1123  -3.7796  -0.3002  0.00
C  5.1747  -3.0294  0.4006  0.00
C  3.9006  -3.5309  0.6689  0.00
C  3.5887  -4.8128  0.2070  0.00
C  4.5180  -5.5661  -0.4927  0.00
Si  2.6775  -2.4799  1.6351  0.00
C  1.9489  -3.4159  3.0629  0.00
C  2.4406  -3.2754  4.3607  0.00
C  1.8993  -4.0146  5.4029  0.00
C  0.8569  -4.8998  5.1602  0.00
C  0.3543  -5.0439  3.8755  0.00
C  0.9014  -4.3089  2.8340  0.00
H  6.5096  -5.6387  -1.2949  0.00
H  7.0953  -3.3697  -0.4991  0.00
H  5.4373  -2.0347  0.7454  0.00
H  2.6001  -5.2191  0.3846  0.00
H  4.2543  -6.5548  -0.8486  0.00
H  3.4233  -1.2766  2.0329  0.00
H  3.2116  -2.5431  4.5697  0.00
H  2.2710  -3.8737  6.4111  0.00
H  0.4182  -5.4589  5.9781  0.00
H  -0.4829  -5.7045  3.6899  0.00
H  0.4727  -4.3883  1.8404  0.00

Its total charge is -2. The largest force on an atom is 1.1 eV/A. The expectation value of S² is 0.76. The value obtained for the HOMO-LUMO gap (alpha / beta) is 5.6144 / 5.6429 eV. The spin multiplicity is 2. The LUMO energy (alpha / beta) comes out at 4.1 / 4.1 eV.



- Which of these has the highest largest force on an atom?
  C47H38BrNO15P